Computed, not measured: a 3-piece molecular cluster, C14H38NO9P3Si overall, with ωB97M-V/def2-TZVPD.

```
66
Properties=species:S:1:pos:R:3:forces:R:3
C -0.824 1.089 3.166 0.35 0.05 -0.23
C 0.702 0.916 2.951 -0.35 0.43 -0.07
Si 1.579 2.547 2.595 0.42 -0.14 0.10
C 3.458 2.250 2.431 0.35 -0.16 0.12
C 4.162 2.734 3.674 0.62 0.10 0.11
O 4.167 2.045 4.677 -0.14 0.08 -0.05
N 4.810 3.989 3.676 -1.44 -0.03 -0.27
C 4.337 4.952 2.664 0.49 -0.09 0.35
C 4.751 4.611 5.004 0.47 -0.03 0.28
P 0.563 3.474 0.860 -1.16 -0.07 -0.04
C 1.050 2.609 -0.693 0.13 0.54 -0.08
C 0.961 5.274 0.692 0.07 -0.05 0.12
H -1.058 1.165 4.226 -0.06 -0.12 0.01
H -1.353 0.247 2.721 -0.16 -0.04 0.23
H -1.204 1.990 2.685 -0.02 -0.02 -0.04
H 1.142 0.464 3.840 0.22 -0.08 -0.11
H 0.888 0.252 2.102 0.08 -0.08 0.05
H 1.364 3.462 3.745 -0.04 0.12 -0.07
H 3.605 1.168 2.415 -0.06 0.00 0.03
H 3.876 2.639 1.506 -0.11 0.13 -0.03
H 4.955 5.846 2.746 -0.06 0.02 0.01
H 3.296 5.235 2.855 -0.04 0.03 -0.16
H 4.465 4.576 1.655 -0.12 -0.08 -0.02
H 5.262 4.001 5.741 -0.02 -0.08 -0.07
H 3.718 4.753 5.341 0.00 -0.01 -0.08
H 5.241 5.583 4.971 0.03 -0.02 -0.09
H 2.079 2.768 -1.018 0.08 -0.25 0.11
H 0.802 1.554 -0.596 0.20 -0.07 0.01
H 0.405 3.000 -1.482 -0.02 -0.03 0.02
H 1.826 5.606 1.263 0.13 0.00 -0.18
H 1.083 5.532 -0.360 0.14 -0.06 -0.01
H 0.097 5.832 1.054 0.01 -0.02 0.02
C 0.348 -2.577 -5.644 0.05 -0.13 -0.10
O 0.753 -1.750 -4.543 -0.18 0.01 0.02
P -0.344 -1.134 -3.567 0.16 0.02 0.04
O -1.539 -1.968 -3.409 -0.07 -0.05 -0.17
O -0.592 0.343 -4.069 0.03 0.04 0.25
C -1.298 0.544 -5.295 -0.06 0.01 -0.14
O 0.475 -0.834 -2.256 -0.01 0.15 -0.09
C 0.892 -1.955 -1.463 0.07 -0.12 0.09
H 0.847 -2.214 -6.541 0.03 0.03 0.04
H 0.657 -3.602 -5.448 -0.01 0.01 0.02
H -0.730 -2.557 -5.793 -0.01 -0.01 0.08
H -1.984 -0.279 -5.502 -0.01 -0.01 0.05
H -0.585 0.649 -6.113 0.01 -0.03 0.01
H -1.873 1.462 -5.200 0.03 0.01 0.05
H 1.903 -2.244 -1.748 -0.02 0.01 -0.03
H 0.216 -2.801 -1.587 -0.02 0.02 -0.02
H 0.884 -1.640 -0.422 -0.01 0.05 -0.02
C -2.549 -3.641 0.546 0.10 0.05 0.08
O -3.843 -4.254 0.488 0.08 -0.01 -0.11
P -4.266 -5.074 -0.816 -0.07 0.03 -0.02
O -3.143 -5.737 -1.484 0.12 0.09 0.07
O -5.115 -4.080 -1.697 -0.15 -0.17 0.00
C -4.425 -2.997 -2.338 0.16 0.14 -0.04
O -5.422 -6.000 -0.284 -0.07 0.10 -0.03
C -5.064 -7.098 0.562 0.03 -0.12 0.10
H -2.678 -2.607 0.864 -0.05 -0.02 0.01
H -1.939 -4.171 1.276 -0.01 -0.01 -0.01
H -2.047 -3.663 -0.420 -0.03 -0.05 -0.01
H -3.381 -3.238 -2.532 -0.02 -0.01 -0.02
H -4.487 -2.109 -1.708 0.01 -0.02 0.01
H -4.916 -2.798 -3.287 -0.07 -0.06 0.03
H -5.139 -6.791 1.605 0.02 0.03 -0.01
H -4.054 -7.447 0.349 0.00 0.02 -0.04
H -5.767 -7.903 0.369 -0.03 0.04 -0.03
```
Positions in Å, forces in eV/Å.

Properties
2S+1	1
Kohn-Sham gap	8.41	eV
SMILES	CC[Si@@H](CC(=O)N(C)C)P(C)C.COP(=O)(OC)OC.COP(=O)(OC)OC
electronic energy	-2601.88527	a.u.
LUMO	0.5	eV

Computed, not measured: C14H39ClIN3O2P3Pr as an isolated structure, with ωB97M-V/def2-TZVPD.

```
64
Properties=species:S:1:pos:R:3:forces:R:3
C 0.007 1.323 -3.114 0.01 -1.87 -0.76
C 0.004 1.731 -1.751 -0.04 6.30 3.31
H 0.013 2.173 -3.834 0.00 -0.06 0.86
H -0.879 0.669 -3.269 0.37 0.22 0.03
H 0.888 0.662 -3.264 -0.36 0.22 0.02
O -0.001 2.537 -0.893 0.03 -5.01 -3.72
I 0.169 -2.940 2.652 -0.09 0.54 -0.68
Pr -0.013 -0.668 0.614 0.05 -1.35 2.00
P 2.704 -0.116 -0.044 1.22 -0.15 0.46
C 3.462 0.936 1.245 0.02 0.29 0.16
C 3.353 -1.811 0.312 -0.37 -0.08 -0.09
H 4.406 -1.884 -0.001 -0.34 0.05 0.14
H 4.641 0.282 -1.498 -0.42 0.01 0.03
H 2.747 -2.548 -0.245 0.36 0.23 0.18
H 3.188 -0.284 -2.387 0.19 0.06 0.17
H 3.040 0.714 2.240 0.13 0.00 -0.43
H 3.257 -2.046 1.385 0.06 0.14 -0.39
C 3.544 0.360 -1.571 -0.02 0.19 -0.54
H 4.557 0.825 1.282 -0.35 -0.01 -0.06
H 3.277 1.397 -1.819 0.20 -0.15 0.03
H 3.216 1.985 1.023 0.15 -0.24 0.08
P -2.713 -0.091 -0.080 -1.22 -0.16 0.47
C -3.496 0.966 1.186 -0.03 0.27 0.18
C -3.548 0.386 -1.608 0.04 0.13 -0.56
H -2.763 -2.532 -0.236 -0.38 0.26 0.18
H -4.420 -1.851 -0.006 0.37 0.01 0.17
H -3.275 -1.988 1.385 -0.06 0.11 -0.37
C -3.365 -1.779 0.306 0.35 -0.07 -0.17
H -3.200 -0.260 -2.425 -0.20 0.07 0.17
H -4.644 0.319 -1.526 0.39 0.00 0.00
H -4.593 0.889 1.156 0.30 0.01 -0.03
H -3.201 2.008 0.994 -0.17 -0.21 0.07
H -3.272 1.421 -1.853 -0.21 -0.15 0.03
H -3.145 0.705 2.197 -0.11 0.03 -0.52
Cl -0.036 -1.960 -1.705 0.00 0.74 0.20
C 2.089 2.326 5.276 0.06 0.28 0.54
N 1.519 1.302 4.399 -0.43 -0.09 -0.31
C 2.124 -0.035 4.582 -0.14 -0.13 -0.05
P -0.065 1.351 3.887 0.17 0.32 0.62
O -0.176 0.883 2.430 0.00 -0.59 -0.41
N -0.963 0.395 4.888 -0.07 -0.30 -0.53
C -2.153 -0.328 4.423 -0.25 0.19 -0.22
C -0.780 0.466 6.340 -0.17 0.17 0.41
N -0.588 2.933 4.040 0.61 -0.33 -0.19
C -2.020 3.169 4.235 -0.29 -0.11 -0.06
C 0.026 3.960 3.181 -0.16 0.07 0.05
H 3.174 2.154 5.361 -0.42 0.04 -0.08
H 1.653 2.290 6.294 0.26 0.07 -0.40
H 1.937 3.330 4.868 0.04 -0.29 0.20
H 1.864 -0.470 5.563 0.13 0.11 -0.33
H 1.791 -0.743 3.805 0.03 0.32 0.31
H 3.216 0.055 4.525 -0.26 0.04 0.01
H -2.431 -1.113 5.138 0.24 0.29 -0.15
H -3.023 0.340 4.293 0.20 -0.23 0.17
H -1.941 -0.828 3.471 -0.02 0.09 0.20
H 0.281 0.479 6.594 -0.11 0.03 -0.01
H -1.251 1.361 6.779 0.12 -0.26 -0.11
H -1.229 -0.421 6.822 0.25 0.38 -0.37
H -2.405 2.569 5.064 0.09 0.16 -0.14
H -2.181 4.232 4.461 0.11 -0.34 0.03
H -2.604 2.931 3.327 0.11 0.10 0.22
H -0.192 4.949 3.613 0.17 -0.36 -0.15
H 1.111 3.835 3.118 -0.21 -0.02 -0.01
H -0.392 3.935 2.161 0.07 -0.01 0.17
```
Positions in Å, forces in eV/Å.

Properties
relative energy (zero: lowest compared OMol25 entry of this formula, charge and spin)	0.0	kJ/mol
2S+1	3
<S²>	2.003
total charge	+2
Kohn-Sham gap (alpha / beta)	4.35 / 4.39	eV
electronic energy	-3170.15546	a.u.
LUMO (alpha / beta)	-9.4 / -9.4	eV

Computed, not measured: a 3-piece molecular cluster, C14H39N7O2P2 overall, with ωB97M-V/def2-TZVPD.

```
64
Properties=species:S:1:pos:R:3:forces:R:3
C 3.052 3.384 2.689 0.64 -0.06 0.32
N 1.773 2.998 3.251 0.11 -0.51 -0.70
C 1.673 3.165 4.701 0.14 -0.59 -0.98
P 0.570 2.355 2.268 -0.73 1.68 1.04
O 0.991 2.323 0.851 -0.01 0.08 0.24
N 0.121 0.927 2.973 -0.50 -0.85 1.29
C -1.038 0.173 2.521 0.39 -0.10 -2.13
C 1.181 0.086 3.565 0.73 1.09 -0.02
N -0.782 3.369 2.565 0.08 -2.07 -0.61
C -0.997 4.500 1.689 0.77 -0.14 -0.71
C -1.803 3.075 3.576 0.95 0.60 0.36
H 3.863 2.734 3.045 -0.04 -0.07 -0.04
H 3.311 4.392 3.034 -0.09 0.05 -0.09
H 3.080 3.377 1.603 -0.34 -0.10 0.02
H 2.291 4.017 4.979 -0.50 0.38 0.14
H 2.109 2.319 5.243 -0.10 -0.12 0.01
H 0.617 3.239 4.932 0.05 0.35 0.51
H -1.538 -0.455 3.253 0.10 0.30 0.43
H -1.752 0.793 1.971 -0.11 0.32 0.60
H -0.719 -0.474 1.688 0.05 -0.37 0.31
H 2.039 0.165 2.894 0.23 -0.57 0.20
H 1.492 0.475 4.537 -0.04 0.13 -0.08
H 0.939 -0.953 3.775 -0.55 0.00 -0.60
H -2.059 4.637 1.486 0.00 0.42 0.40
H -0.446 5.375 2.052 -0.66 0.29 0.06
H -0.566 4.304 0.700 0.08 -0.12 0.18
H -2.709 3.629 3.341 -0.10 -0.13 -0.05
H -1.431 3.429 4.544 -0.40 0.06 0.16
H -2.006 2.016 3.703 -0.12 0.08 -0.22
C -1.255 -2.009 -0.933 0.74 0.48 -0.79
N -0.012 -2.748 -1.163 0.12 0.59 0.33
C 0.794 -2.983 0.053 -1.13 -0.30 -0.37
P 0.588 -3.071 -2.683 -0.32 -0.36 -0.34
O 2.056 -3.273 -2.705 -0.60 -0.41 0.35
N -0.284 -4.399 -3.269 0.76 0.44 -0.53
C -1.716 -4.401 -3.550 0.55 0.07 -0.21
C 0.385 -5.689 -3.258 0.26 -0.49 0.25
N 0.037 -1.816 -3.633 -0.02 0.29 0.30
C 0.072 -1.932 -5.100 0.95 -0.87 0.77
C 0.303 -0.444 -3.203 -0.14 0.78 -0.16
H -1.901 -2.064 -1.809 -0.11 -0.24 0.12
H -0.994 -0.946 -0.849 -0.31 0.04 0.42
H -1.774 -2.348 -0.040 -0.04 -0.12 -0.01
H 0.333 -2.435 0.875 0.18 0.30 -0.08
H 1.831 -2.689 -0.057 0.11 -0.22 -0.08
H 0.636 -4.030 0.319 0.72 -0.12 0.16
H -1.946 -5.348 -4.034 -0.15 -0.16 0.25
H -2.322 -4.277 -2.649 -0.16 0.01 -0.11
H -1.963 -3.658 -4.315 -0.15 0.26 0.41
H 1.402 -5.631 -3.648 -0.07 0.21 0.03
H 0.454 -6.147 -2.262 -0.04 0.16 0.05
H -0.159 -6.411 -3.867 -0.09 0.15 -0.17
H -0.449 -2.845 -5.391 -0.39 0.44 -0.28
H -0.285 -0.995 -5.510 -0.41 -0.24 -0.32
H 1.105 -2.101 -5.436 -0.02 0.31 -0.06
H 0.876 0.127 -3.939 0.06 -0.32 -0.27
H 0.872 -0.257 -2.289 -0.13 -0.82 0.22
H -0.643 0.088 -3.106 -0.09 0.03 0.02
C -1.025 2.148 -1.384 -0.79 0.59 -0.94
C -1.545 3.302 -2.115 0.15 -0.01 0.07
N -1.929 4.209 -2.699 -0.20 0.34 -0.19
H -1.186 2.349 -0.330 0.45 -0.39 0.11
H 0.007 2.037 -1.700 0.15 -0.18 0.61
H -1.617 1.310 -1.749 0.10 -0.22 0.39
```
Positions in Å, forces in eV/Å.

Properties
relative energy (zero: lowest compared OMol25 entry of this formula, charge and spin)	103.7	kJ/mol
2S+1	1
Kohn-Sham gap	8.90	eV
SMILES	CN(C)P(=O)(N(C)C)N(C)C.CN(C)P(=O)(N(C)C)N(C)C.CC#N
electronic energy	-1773.36130	a.u.
LUMO	0.5	eV